1.
Below is a cluster of 11 separate species, C6H35NO10S in total, with properties calculated with ωB97M-V with the def2-TZVPD basis set.

The geometry in XYZ format:
```
53
Properties=species:S:1:pos:R:3
C -0.795 -1.384 -0.455
C -0.706 -2.721 -1.159
C -0.492 -4.025 -0.412
S 1.363 -4.122 -0.092
C -1.862 -1.282 0.684
N -3.117 -0.679 0.315
C -3.846 -1.272 -0.770
C -2.942 0.750 0.055
H 0.160 -1.009 -0.069
H -1.152 -0.666 -1.196
H -0.170 -2.567 -2.109
H -1.658 -2.859 -1.710
H -1.084 -3.991 0.496
H -0.781 -4.862 -1.039
H 1.349 -3.649 1.184
H -2.044 -2.344 0.943
H -1.626 -0.980 1.705
H -4.891 -0.965 -0.697
H -3.929 -2.364 -0.790
H -3.552 -1.114 -1.828
H -3.762 1.216 -0.482
H -2.857 1.183 1.031
H -2.009 1.014 -0.425
H -1.842 3.042 1.505
H -0.769 2.056 0.966
O -1.253 2.880 0.789
H 0.795 3.118 -3.394
H -0.543 3.120 -3.816
O -0.059 3.045 -2.968
H 1.579 2.704 2.685
H 2.481 1.613 2.011
O 2.038 1.863 2.844
H 2.214 1.221 -2.633
H 3.111 0.288 -3.377
O 3.097 1.165 -2.977
H 3.950 1.852 -1.106
H 4.602 1.109 -0.004
O 4.261 1.948 -0.210
H 0.967 0.696 3.242
H 1.010 -0.688 3.908
O 0.392 -0.042 3.557
H 1.609 3.803 -1.134
H 0.486 3.228 -0.354
O 1.396 3.087 -0.611
H -3.008 1.489 3.547
H -1.592 1.362 3.867
O -2.181 1.723 3.213
H 4.057 -0.839 0.890
H 2.748 -0.874 0.193
O 3.212 -0.448 0.904
H 2.477 -0.825 -1.666
H 2.437 -2.270 -1.138
O 2.727 -1.737 -1.913
```

Calculated values
Energy above the lowest of the compared OMol25 structures with the same formula, charge and spin ... 337.4 kJ/mol
Gap between HOMO and LUMO ... 0.309 Eh
DFT total energy ... -1454.8592 Eh
SMILES string ... CN(C)CCCCS.O.O.O.O.O.O.O.O.O.O
HOMO level ... -8.207 eV

=====

2.
Below is a cluster of 12 separate species, C6H35NO11 in total, with properties calculated with ωB97M-V with the def2-TZVPD basis set.

The geometry in XYZ format:
```
53
Properties=species:S:1:pos:R:3
C 3.332 -0.602 -1.550
C 3.058 -1.201 -0.152
C 2.700 -0.158 0.903
C 1.543 0.746 0.412
N -2.097 -0.116 1.145
C -0.867 0.584 0.977
C 0.187 0.038 0.370
H 2.332 -0.544 -1.998
H 3.745 0.395 -1.468
H 3.827 -1.333 -2.187
H 2.313 -1.993 -0.092
H 3.969 -1.758 0.105
H 3.545 0.489 1.159
H 2.352 -0.626 1.830
H 1.358 1.468 1.195
H 1.789 1.193 -0.550
H -2.528 -0.538 0.332
H -2.737 0.561 1.548
H -0.779 1.566 1.389
H 0.168 -0.988 0.024
H 0.201 -0.624 3.388
H 1.313 -1.726 3.115
O 1.165 -0.808 3.407
H 1.327 2.440 2.352
H 0.445 3.504 3.084
O 0.826 3.253 2.265
H -1.264 -2.333 3.402
H -1.706 -1.258 2.405
O -1.503 -1.418 3.378
H -1.924 3.206 0.346
H -1.185 3.416 1.690
O -2.048 3.456 1.274
H -1.260 -3.846 1.518
H -0.725 -3.540 0.141
O -0.491 -3.528 1.113
H -1.053 1.250 -3.013
H -0.525 -0.103 -3.652
O -1.033 0.247 -2.885
H 1.671 -2.619 -3.160
H 1.035 -1.426 -2.440
O 0.841 -2.142 -3.050
H -1.841 -0.918 -1.961
H -3.307 -1.399 -1.814
O -2.437 -1.452 -1.407
H 0.028 3.043 -3.629
H -0.743 3.192 -2.231
O -0.815 2.952 -3.179
H -1.389 -2.985 -1.872
H 0.005 -3.645 -1.913
O -0.865 -3.733 -1.544
H 0.026 3.063 -0.103
H -0.542 4.575 -0.161
O -0.395 3.758 -0.649
```

Calculated values
Energy above the lowest of the compared OMol25 structures with the same formula, charge and spin ... 226.9 kJ/mol
Gap between HOMO and LUMO ... 0.313 Eh
DFT total energy ... -1131.9653 Eh
SMILES string ... CCCC/C=C/N.O.O.O.O.O.O.O.O.O.O.O
HOMO level ... -8.321 eV